[1]
Entry from the OMol25 dataset: a structure of composition C31H24CuN3O2P (ωB97M-V/def2-TZVPD).

Properties
* net charge: -1
* LUMO level: 2.54 eV
* gap between HOMO and LUMO: 6.6 eV
* E_HOMO: -4.1 eV
* spin multiplicity: 1

```
62
C31H24CuN3O2P | the OMol25 dataset | ωB97M-V/def2-TZVPD
Cu 1.0872 1.7073 -0.5201
O -1.6184 3.0590 2.6168
C -1.3432 1.9820 2.0919
O -0.2751 1.6489 1.4746
C -2.3591 0.8517 2.0131
C -3.3835 0.6944 2.9374
C -4.1932 -0.4267 2.8795
C -3.9805 -1.3872 1.8962
C -2.9891 -1.2135 0.9454
C -2.1817 -0.0781 0.9812
P -0.7834 0.1775 -0.2085
C 0.1527 -1.3126 0.3425
C 0.2480 -2.4791 -0.4127
C 0.9423 -3.5817 0.0690
C 1.5363 -3.5426 1.3194
C 1.4367 -2.3888 2.0842
C 0.7593 -1.2820 1.6000
C -1.6171 -0.3829 -1.7860
C -0.8381 -0.7099 -2.9027
C -1.4002 -0.8468 -4.1629
C -2.7519 -0.6042 -4.3600
C -3.5292 -0.2053 -3.2814
C -2.9662 -0.0866 -2.0192
H -3.5111 1.4492 3.7034
H -4.9818 -0.5702 3.6086
H -4.5955 -2.2795 1.8712
H -2.8318 -1.9628 0.1791
H -0.2258 -2.5443 -1.3821
H 1.0094 -4.4777 -0.5381
H 2.0729 -4.4046 1.6980
H 1.9010 -2.3464 3.0625
H 0.7056 -0.3774 2.1893
H 0.2304 -0.8562 -2.7777
H -0.7780 -1.1412 -5.0011
H -3.1898 -0.7133 -5.3446
H -4.5805 0.0154 -3.4247
H -3.5926 0.2380 -1.1987
N -0.2158 3.0320 -5.2756
C -0.5506 3.1143 -3.9384
C 0.3783 2.7779 -2.9465
N 0.0864 2.8762 -1.6517
C -1.1287 3.3713 -1.3487
C -2.0198 3.7106 -2.3360
N -1.7567 3.5802 -3.6420
H 0.4852 2.3535 -5.5204
H -1.0093 3.0683 -5.8939
H 1.3679 2.4208 -3.2019
H -1.3608 3.4796 -0.2967
H -2.9993 4.1022 -2.0903
C 2.6698 1.0622 0.2887
C 3.4322 0.5530 1.0937
C 4.2077 -0.0688 2.1134
C 3.9815 0.2750 3.4551
C 4.6573 -0.3722 4.4755
C 5.5767 -1.3722 4.1832
C 5.8161 -1.7147 2.8593
C 5.1427 -1.0717 1.8328
H 3.2529 1.0448 3.6746
H 4.4597 -0.1082 5.5080
H 6.0974 -1.8857 4.9827
H 6.5266 -2.5005 2.6299
H 5.3177 -1.3493 0.8017
```


[2]
Entry from the OMol25 dataset: the molecule C31H24F17NO9S2 (ωB97M-V/def2-TZVPD).

Properties
* structure (SMILES): O=C1C=C(CCCS(=O)(=O)O)C(=O)c2c1c(O)c(CCCS(=O)(=O)O)c(CCC(F)(F)C(F)(F)C(F)(F)C(F)(F)C(F)(F)C(F)(F)C(F)(F)C(F)(F)F)c2-c1ccncc1
* LUMO level: -1.60 eV
* gap between HOMO and LUMO: 8.4 eV
* E_HOMO: -10.0 eV
* spin multiplicity: 1

```
84
C31H24F17NO9S2 | the OMol25 dataset | ωB97M-V/def2-TZVPD
O 5.2906 -1.5355 -2.4212
C 4.8979 -1.1005 -1.3595
C 5.8392 -0.7628 -0.2658
C 5.4597 -0.8314 1.0123
C 6.3434 -0.5298 2.1903
C 7.1476 0.7752 2.0113
C 7.4030 1.4704 3.3504
S 7.6553 3.2224 3.1377
O 8.2264 3.4512 1.8508
O 8.2564 3.7501 4.3231
O 6.1610 3.7716 3.0485
C 4.0642 -1.2997 1.3086
O 3.8324 -1.9203 2.3173
C 3.0281 -0.9929 0.2737
C 3.4543 -0.9000 -1.0515
C 2.5372 -0.6474 -2.0609
O 3.0002 -0.5309 -3.3432
C 1.1816 -0.4485 -1.7809
C 0.1522 -0.1367 -2.8554
C 0.5976 0.6319 -4.0987
C 1.1819 1.9953 -3.7447
S 1.5036 2.9703 -5.1988
O 0.2681 3.2074 -5.8751
O 2.3695 4.0525 -4.8509
O 2.3090 1.9521 -6.1259
C 0.7688 -0.5398 -0.4389
C -0.6762 -0.3276 -0.0450
C -1.5631 -1.5164 -0.4318
C -2.9256 -1.4543 0.2440
F -2.9368 -2.2106 1.3726
F -3.2293 -0.1813 0.6178
C -4.0602 -1.9428 -0.6953
F -3.6079 -3.0706 -1.3044
F -4.2592 -1.0056 -1.6477
C -5.4404 -2.3507 -0.0977
F -5.2377 -3.3824 0.7441
F -6.1948 -2.7877 -1.1254
C -6.2752 -1.3014 0.6994
F -5.5863 -0.9366 1.7914
F -7.3859 -1.9682 1.0937
C -6.7442 -0.0279 -0.0689
F -7.0810 -0.3238 -1.3364
F -5.7019 0.8254 -0.1004
C -7.9340 0.7238 0.6275
F -7.7844 2.0412 0.3582
F -7.8466 0.5625 1.9560
C -9.3713 0.3158 0.1403
F -9.4037 -0.9610 -0.2758
F -10.1997 0.4362 1.2000
C -9.9642 1.2267 -0.9808
F -9.0806 1.4318 -1.9664
F -10.3453 2.4049 -0.4775
F -11.0366 0.6091 -1.4929
C 1.6847 -0.8251 0.5815
C 1.2185 -0.9399 1.9939
C 1.3585 0.1119 2.8942
C 0.8962 -0.0488 4.1973
N 0.3320 -1.1632 4.6544
C 0.2115 -2.1698 3.7899
C 0.6234 -2.1077 2.4634
H 6.8569 -0.5021 -0.5370
H 7.0049 -1.3739 2.4017
H 5.7018 -0.4478 3.0707
H 6.5650 1.4443 1.3766
H 8.1001 0.5678 1.5290
H 6.5657 1.3405 4.0358
H 8.3181 1.1456 3.8461
H 5.7902 3.8392 3.9404
H 3.4860 -1.3307 -3.5831
H -0.6603 0.4340 -2.4037
H -0.2842 -1.0823 -3.1949
H -0.2795 0.7815 -4.7344
H 1.3040 0.0668 -4.6948
H 2.1440 1.8974 -3.2399
H 0.4853 2.6124 -3.1765
H 3.0729 1.5954 -5.6477
H -0.7467 -0.1189 1.0192
H -1.0473 0.5671 -0.5492
H -1.0974 -2.4598 -0.1504
H -1.7200 -1.5082 -1.5098
H 1.8180 1.0464 2.5940
H 0.9853 0.7736 4.8993
H -0.2332 -3.0839 4.1679
H 0.4885 -2.9648 1.8151
```


[3]
Entry from the OMol25 dataset: a structure of composition C31H25AsI2N2OPdS (ωB97M-V/def2-TZVPD).

Properties
* LUMO level (alpha / beta): -0.78 / -0.91 eV
* gap between HOMO and LUMO (alpha / beta): 6.3 / 6.2 eV
* E_HOMO (alpha / beta): -7.1 / -7.1 eV
* spin multiplicity: 1

```
64
C31H25AsI2N2OPdS | the OMol25 dataset | ωB97M-V/def2-TZVPD
Pd -0.4651 0.9106 -0.3348
I -7.8227 0.9672 0.1724
C -5.8020 1.3971 0.4559
C -5.2283 1.2528 1.7105
C -3.8814 1.5147 1.8820
I -3.0107 1.2308 3.7505
C -3.0353 1.9292 0.8224
O -1.7758 2.1328 0.9967
C -3.6675 2.0626 -0.4504
C -2.8276 2.4346 -1.6387
N -1.9357 1.3242 -2.0409
C -2.6035 0.0593 -2.3131
C -2.7677 -0.7762 -1.0633
C -3.8099 -1.6855 -0.9681
C -3.9937 -2.3943 0.2049
C -3.1385 -2.1554 1.2680
C -2.1180 -1.2417 1.1011
N -1.9093 -0.5926 -0.0474
C -5.0180 1.8045 -0.6134
H -5.8248 0.9283 2.5527
H -2.1813 3.2818 -1.4028
H -3.4792 2.7106 -2.4760
H -1.3237 1.6076 -2.7951
H -2.0228 -0.5005 -3.0500
H -3.6013 0.2202 -2.7375
H -4.4917 -1.7984 -1.8005
H -4.8126 -3.0951 0.2989
H -3.2660 -2.6405 2.2250
H -1.4546 -0.9844 1.9131
H -5.4631 1.9198 -1.5959
S 0.7555 2.6798 -1.0632
C 2.4721 2.3153 -1.1767
C 3.3308 3.4047 -1.3724
C 4.6892 3.2119 -1.5290
C 5.2297 1.9316 -1.4729
C 4.3953 0.8507 -1.2527
C 3.0219 1.0332 -1.0984
As 1.7965 -0.4354 -0.8215
C 3.0229 -1.9576 -0.7389
C 3.0735 -2.8213 -1.8261
C 3.9685 -3.8841 -1.8400
C 4.8163 -4.0872 -0.7629
C 4.7704 -3.2257 0.3268
C 3.8779 -2.1651 0.3400
C 1.4793 -0.2476 1.1222
C 1.6298 0.9594 1.8068
C 1.3417 1.0355 3.1646
C 0.9443 -0.0937 3.8603
C 0.8310 -1.3086 3.1949
C 1.0802 -1.3810 1.8341
H 2.9128 4.4029 -1.4060
H 5.3333 4.0669 -1.6913
H 6.2944 1.7795 -1.5913
H 4.8147 -0.1460 -1.2005
H 2.4114 -2.6696 -2.6711
H 3.9990 -4.5516 -2.6915
H 5.5131 -4.9153 -0.7692
H 5.4336 -3.3780 1.1687
H 3.8510 -1.4954 1.1910
H 1.9727 1.8448 1.2902
H 1.4307 1.9871 3.6716
H 0.7239 -0.0324 4.9180
H 0.5376 -2.1992 3.7375
H 0.9766 -2.3326 1.3228
```


[4]
Entry from the OMol25 dataset: a structure of composition C31H25AsN3O8PS3V (ωB97M-V/def2-TZVPD).

Properties
* net charge: -1
* LUMO level (alpha / beta): 2.06 / -0.64 eV
* expectation value of S²: 2.02
* gap between HOMO and LUMO (alpha / beta): 7.3 / 5.0 eV
* E_HOMO (alpha / beta): -5.2 / -5.7 eV
* spin multiplicity: 3

```
73
C31H25AsN3O8PS3V | the OMol25 dataset | ωB97M-V/def2-TZVPD
V -0.2147 -1.0348 -1.9354
O 1.7234 3.4047 -2.1331
C 2.7729 2.8654 -2.7846
C 3.6654 3.7280 -3.4191
C 4.7339 3.2196 -4.1335
C 4.9450 1.8431 -4.2143
C 4.0786 0.9873 -3.5554
C 2.9929 1.4806 -2.8339
C 2.0404 0.5678 -2.1549
O 0.8651 0.9591 -1.8169
N 2.5476 -0.6307 -1.8616
N 1.5995 -1.4507 -1.3010
C 1.9847 -2.3981 -0.5501
C 0.9592 -3.1618 0.1820
C 1.2031 -4.3789 0.7953
C 0.1559 -5.0067 1.4567
C -1.0915 -4.4082 1.4729
C -1.2480 -3.1867 0.8289
N -0.2359 -2.5745 0.2281
H 1.1466 2.6554 -1.8492
H 3.4839 4.7944 -3.3559
H 5.4040 3.9000 -4.6466
H 5.7749 1.4475 -4.7852
H 4.2148 -0.0868 -3.5884
H 3.0486 -2.5964 -0.4566
H 2.1903 -4.8258 0.7312
H 0.3124 -5.9625 1.9422
H -1.9299 -4.8655 1.9813
H -2.2020 -2.6706 0.8030
O -3.4060 -3.3801 -3.5665
As -1.7386 -2.7636 -3.8098
O -1.1984 -2.5884 -2.1479
O 0.3099 -0.9850 -3.4141
C -2.1955 -0.8540 -4.3067
C -1.9731 -0.5320 -5.6357
C -1.9999 0.7852 -6.0744
C -2.2473 1.8181 -5.1816
C -2.5030 1.5302 -3.8507
C -2.4854 0.2066 -3.4167
S -2.9079 -0.0590 -1.6866
O -3.6272 1.1084 -1.2572
O -3.6504 -1.2935 -1.6251
O -1.5695 -0.1582 -0.9523
H -3.7528 -2.8767 -2.8080
H -1.7436 -1.3306 -6.3320
H -1.7962 1.0102 -7.1159
H -2.2482 2.8467 -5.5201
H -2.7333 2.3082 -3.1348
S -2.6775 -0.3417 2.4020
P -0.8940 0.2956 2.8724
S 0.5038 0.1555 1.4108
C -0.9221 2.0144 3.4635
C 0.2866 2.6607 3.7328
C 0.2876 3.9562 4.2249
C -0.9183 4.6125 4.4469
C -2.1202 3.9751 4.1709
C -2.1249 2.6747 3.6728
C -0.2974 -0.6291 4.3231
C 0.6848 -1.6082 4.2049
C 1.0809 -2.3344 5.3243
C 0.4935 -2.0878 6.5561
C -0.5026 -1.1223 6.6722
C -0.9003 -0.3964 5.5602
H 1.2229 2.1442 3.5427
H 1.2266 4.4557 4.4352
H -0.9184 5.6273 4.8283
H -3.0588 4.4894 4.3392
H -3.0520 2.1684 3.4343
H 1.1397 -1.7909 3.2382
H 1.8521 -3.0900 5.2304
H 0.8043 -2.6513 7.4282
H -0.9700 -0.9365 7.6326
H -1.6807 0.3517 5.6439
```


[5]
Entry from the OMol25 dataset: a structure of composition C31H25CdCl2N5 (ωB97M-V/def2-TZVPD).

Properties
* LUMO level: 0.23 eV
* gap between HOMO and LUMO: 6.9 eV
* E_HOMO: -6.7 eV
* spin multiplicity: 1

```
64
C31H25CdCl2N5 | the OMol25 dataset | ωB97M-V/def2-TZVPD
Cd -1.2528 -0.2797 0.7712
C -2.1412 -5.1567 0.7689
C -2.3690 -3.7716 0.8373
N -1.5431 -2.8742 0.3572
C -0.4034 -3.3008 -0.2687
C -0.0534 -4.6682 -0.3111
C -0.9733 -5.5947 0.2203
C 1.1806 -5.0775 -0.8786
C 2.0182 -4.1292 -1.3726
C 1.6600 -2.7598 -1.3942
C 0.4414 -2.3096 -0.9187
N -0.0649 -1.0409 -0.9601
C 0.1032 -0.1370 -1.9759
C 1.0584 -0.1326 -2.9807
C 1.0866 0.8494 -3.9977
C 0.1772 1.8579 -4.0600
C -0.8427 1.9025 -3.0801
C -1.8603 2.8805 -3.1029
C -2.8475 2.8794 -2.1620
C -2.8065 1.8985 -1.1590
N -1.8722 0.9794 -1.1042
C -0.8837 0.9407 -2.0494
H -2.8701 -5.8455 1.1773
H -3.2596 -3.4013 1.3319
H -0.7340 -6.6543 0.1820
H 1.4420 -6.1284 -0.8919
H 2.9845 -4.4196 -1.7700
H 2.3877 -2.0573 -1.7610
H 1.8184 -0.8883 -3.0099
H 1.8717 0.7928 -4.7435
H 0.2095 2.6075 -4.8418
H -1.8424 3.6338 -3.8855
H -3.6376 3.6219 -2.1632
H -3.5396 1.8940 -0.3577
C 2.1560 0.1564 1.5904
N 0.7510 0.5459 1.7550
C 0.5009 1.6320 2.3904
C -0.8317 2.1307 2.5902
C -1.2347 3.2718 3.2801
C -2.6344 3.3052 3.1917
C -2.9989 2.1770 2.4460
N -1.9151 1.4592 2.0827
C 2.9920 1.1194 0.7729
C 4.3397 1.2899 1.0781
C 5.1435 2.1258 0.3100
C 4.6032 2.8046 -0.7767
C 3.2579 2.6378 -1.0892
C 2.4585 1.8032 -0.3177
H 2.1625 -0.8175 1.1053
H 2.6301 0.0239 2.5630
H 1.3153 2.2312 2.8022
H -0.5823 3.9807 3.7774
H -3.3067 4.0483 3.6028
H -4.0001 1.8798 2.1535
H 4.7655 0.7669 1.9325
H 6.1898 2.2537 0.5669
H 5.2275 3.4580 -1.3775
H 2.8239 3.1573 -1.9372
H 1.4091 1.6800 -0.5670
Cl -1.9731 -1.5395 3.4141
C -3.6638 -1.0187 3.2454
Cl -4.1779 -0.8501 1.5455
H -3.7626 -0.0538 3.7197
H -4.2868 -1.7703 3.7040
```


[6]
Entry from the OMol25 dataset: a structure of composition C31H25IIrN7O8 (ωB97M-V/def2-TZVPD).

Properties
* net charge: +1
* LUMO level (alpha / beta): -3.00 / -3.16 eV
* expectation value of S²: 0.75
* gap between HOMO and LUMO (alpha / beta): 8.2 / 7.7 eV
* E_HOMO (alpha / beta): -11.2 / -10.9 eV
* spin multiplicity: 2

```
73
C31H25IIrN7O8 | the OMol25 dataset | ωB97M-V/def2-TZVPD
Ir 0.7524 -0.4880 -0.8309
O -1.1379 5.6918 -1.1911
C -0.7215 4.4348 -1.0153
C 0.1216 3.7599 -1.8852
C 0.4718 2.4544 -1.6150
N 0.0847 1.7645 -0.5294
C -0.7441 2.4493 0.2984
C -1.1755 3.7460 0.1046
C -1.3246 1.7460 1.4598
O -2.3372 2.0285 2.0250
O -0.5557 0.6391 1.7913
C 1.3176 1.7492 -2.6542
O 1.7765 2.3531 -3.5912
O 1.4865 0.4925 -2.4159
H -0.7769 6.0693 -2.0039
H 0.5197 4.1976 -2.7916
H -1.8552 4.2079 0.8043
O -1.8952 -0.8670 -0.0808
C -2.0629 -1.0558 1.1015
N -2.9022 -1.8975 1.7390
C -2.8412 -1.8234 3.2005
C -1.7900 -0.7099 3.4030
O -1.3822 -0.2219 4.4152
N -1.3689 -0.4064 2.1252
C -4.1875 -1.3893 3.7761
C -4.6491 -0.1023 3.5059
C -5.8819 0.3095 3.9796
C -6.6677 -0.5618 4.7226
C -6.2152 -1.8433 4.9869
C -4.9753 -2.2582 4.5178
C -2.3142 -3.1133 3.8213
C -2.3471 -4.3145 3.1254
C -1.9443 -5.4939 3.7418
C -1.4842 -5.4754 5.0484
C -1.4422 -4.2734 5.7437
C -1.8653 -3.1007 5.1407
H -3.6132 -2.3989 1.2334
H -4.0428 0.5890 2.9329
H -6.2284 1.3124 3.7725
H -7.6297 -0.2380 5.0960
H -6.8242 -2.5272 5.5619
H -4.6335 -3.2611 4.7353
H -2.6955 -4.3500 2.1016
H -1.9994 -6.4269 3.1964
H -1.1762 -6.3934 5.5307
H -1.0993 -4.2524 6.7694
H -1.8575 -2.1723 5.6946
I 3.9271 -0.8966 -0.3796
C 2.9547 -2.1727 -1.7111
C 3.6565 -3.0540 -2.5076
C 2.9592 -3.7868 -3.4557
C 1.5899 -3.6129 -3.5739
C 0.9532 -2.7326 -2.7239
N 1.6241 -2.0332 -1.7966
H 4.7270 -3.1422 -2.3983
H 3.4858 -4.4752 -4.1018
H 1.0125 -4.1489 -4.3116
H -0.1142 -2.5777 -2.7427
C 2.1736 -3.4072 3.7002
N 1.3532 -3.0685 2.5595
C 0.7854 -4.0635 1.6776
C 0.2361 -3.2074 0.5532
O -0.4345 -3.6019 -0.3669
N 0.6268 -1.8951 0.7715
C 1.2806 -1.8756 1.9556
N 1.7890 -0.7746 2.4872
H 1.7080 -4.2376 4.2283
H 2.2231 -2.5770 4.4020
H 3.1853 -3.6882 3.3990
H -0.0171 -4.6172 2.1625
H 1.5324 -4.7659 1.2973
H 1.6131 0.1005 2.0232
H 2.1774 -0.7649 3.4128
```


[7]
Entry from the OMol25 dataset: a structure of composition C31H25N11OS4Ti (ωB97M-V/def2-TZVPD).

Properties
* LUMO level (alpha / beta): -0.41 / -0.41 eV
* gap between HOMO and LUMO (alpha / beta): 6.5 / 6.5 eV
* E_HOMO (alpha / beta): -6.9 / -6.9 eV
* spin multiplicity: 1

```
73
C31H25N11OS4Ti | the OMol25 dataset | ωB97M-V/def2-TZVPD
Ti 1.8217 -0.8041 -0.4950
C -1.2870 0.6199 3.9728
N -0.3597 0.7743 2.8606
C -0.0441 -0.1149 1.9251
N 0.8056 0.4351 1.0678
C 0.9894 1.6883 1.5605
N 0.2871 1.9387 2.6375
C -2.5226 -0.1460 3.5615
C -3.1356 -1.0190 4.4500
C -4.2648 -1.7340 4.0672
C -4.7726 -1.6125 2.7856
C -4.1535 -0.7456 1.8890
C -3.0492 -0.0020 2.2854
C -4.6117 -0.6447 0.5056
N -5.6021 -1.2170 -0.0841
N -5.5493 -0.8108 -1.4171
C -4.5299 -0.0320 -1.5181
O -3.8905 0.1365 -0.3336
C -3.9863 0.6680 -2.6778
C -4.5490 0.5061 -3.9415
C -3.9947 1.1722 -5.0201
C -2.8847 1.9930 -4.8475
C -2.3261 2.1586 -3.5887
C -1.1129 3.0307 -3.3744
N 0.0521 2.2562 -2.9624
C 0.3619 1.7728 -1.7642
N 1.4405 1.0094 -1.8525
C 1.7500 1.0693 -3.1813
N 0.9395 1.8154 -3.8808
C -2.8851 1.4932 -2.5077
H -1.5187 1.6328 4.3007
H -0.7780 0.1083 4.7910
H -0.4311 -1.1194 1.8600
H 1.6542 2.4096 1.1136
H -2.7253 -1.1550 5.4435
H -4.7321 -2.4120 4.7685
H -5.6262 -2.1934 2.4648
H -2.5760 0.6614 1.5737
H -5.4046 -0.1432 -4.0658
H -4.4201 1.0451 -6.0062
H -2.4463 2.4944 -5.7016
H -1.2914 3.7909 -2.6132
H -0.8230 3.5324 -4.2946
H -0.2182 1.9502 -0.8755
H 2.5668 0.5167 -3.6141
H -2.4559 1.5981 -1.5205
C 6.8816 1.7718 -0.8682
C 6.8436 1.2294 0.4077
C 5.7478 0.5025 0.8436
C 4.6537 0.3168 -0.0076
C 4.7001 0.8580 -1.2922
C 5.8031 1.5776 -1.7180
N 3.5137 -0.4336 0.3900
N 3.6577 -0.8859 1.6668
C 2.7662 -1.8284 1.9467
C 2.7053 -2.4026 3.2571
C 1.8260 -3.4078 3.4989
C 0.9817 -3.8755 2.4533
C 1.0412 -3.2592 1.2415
N 1.8836 -2.2196 0.9921
H 7.7467 2.3320 -1.1978
H 7.6828 1.3659 1.0781
H 5.7272 0.0776 1.8333
H 3.8837 0.7020 -1.9718
H 5.8186 1.9790 -2.7232
H 3.3811 -2.0159 4.0064
H 1.7691 -3.8635 4.4791
H 0.3048 -4.7028 2.6073
H 0.4168 -3.5393 0.4019
S 2.6435 -2.1007 -2.2921
S 0.9737 -2.2971 -3.5511
S -0.4492 -2.9452 -2.2609
S -0.6148 -1.3077 -0.9666
```


no.,E_tot (Eh)
1,-3492.33829
2,-4421.74682
3,-4738.28736
4,-6678.39818
5,-2558.25973
6,-2583.44533
7,-4316.23820